[1]
Molecular formula: C33H54GdN6O4Se4Si
Method: DFT, ωB97M-V with the def2-TZVPD basis set

```
! RIJCOSX wB97M-V def2-TZVPD def2/J DEFGRID3
* xyz -1 8
Gd 13.52 12.20 15.33
Se 12.96 13.76 17.93
Se 14.53 14.77 16.49
Se 9.31 14.86 16.62
Se 10.80 13.20 17.08
C 13.58 9.33 18.97
C 14.04 9.58 17.59
O 14.35 10.77 17.25
C 14.18 8.48 16.66
C 14.35 7.14 17.10
C 14.41 6.12 16.16
C 14.39 6.42 14.81
C 14.25 7.71 14.39
C 14.04 8.79 15.31
O 13.71 9.98 14.85
H 13.34 10.20 19.53
H 14.38 8.81 19.52
H 12.75 8.66 18.94
H 14.53 6.91 18.14
H 14.56 5.09 16.47
H 14.39 5.64 14.05
H 14.10 8.01 13.35
C 8.58 11.57 13.50
C 8.50 10.29 14.41
C 7.05 9.86 14.31
C 8.72 10.82 15.82
Si 9.78 8.94 14.14
C 9.78 8.17 12.38
C 9.55 9.34 11.40
C 11.13 7.53 11.96
C 8.59 7.20 12.29
C 9.85 7.60 15.57
C 10.65 6.40 15.13
C 10.63 8.21 16.79
C 8.52 7.14 16.14
H 8.01 12.36 14.02
H 8.17 11.52 12.48
H 9.59 11.93 13.25
H 6.35 10.67 14.42
H 6.82 9.09 15.02
H 6.80 9.46 13.32
H 8.07 11.73 15.94
H 9.75 11.05 15.97
H 8.49 10.05 16.57
H 10.17 10.21 11.68
H 8.46 9.60 11.34
H 9.86 9.05 10.42
H 11.98 8.20 12.16
H 11.00 7.26 10.90
H 11.35 6.62 12.41
H 7.73 7.74 12.67
H 8.72 6.37 12.98
H 8.40 6.85 11.23
H 11.69 6.56 14.93
H 10.19 5.87 14.32
H 10.66 5.74 16.01
H 11.55 8.75 16.52
H 10.98 7.38 17.48
H 10.09 8.98 17.39
H 7.71 6.98 15.48
H 8.05 7.96 16.74
H 8.63 6.27 16.76
C 17.06 12.47 13.62
N 18.40 11.98 13.13
C 18.31 10.54 12.90
N 17.96 9.86 14.17
C 16.64 10.34 14.62
N 16.65 11.77 14.87
C 17.76 12.05 15.87
N 19.05 11.57 15.41
C 19.38 12.25 14.16
C 18.94 10.14 15.18
H 16.30 12.31 12.90
H 17.16 13.57 13.94
H 19.30 10.17 12.57
H 17.55 10.37 12.09
H 16.35 9.80 15.54
H 15.97 10.06 13.85
H 17.51 11.55 16.80
H 17.74 13.13 16.05
H 20.39 11.91 13.89
H 19.42 13.36 14.32
H 18.62 9.65 16.08
H 19.93 9.82 14.79
O 13.44 7.80 9.06
C 12.50 8.91 8.99
N 12.69 9.86 10.05
C 12.76 11.23 9.72
O 12.99 11.61 8.61
C 12.60 12.20 10.86
C 12.18 13.50 10.60
C 11.95 14.36 11.73
C 12.28 13.93 12.98
N 12.86 12.68 13.18
C 12.92 11.83 12.15
H 13.20 7.26 9.81
H 11.49 8.53 8.94
H 12.79 9.47 8.11
H 12.20 9.68 10.90
H 12.02 13.89 9.58
H 11.55 15.36 11.58
H 12.18 14.57 13.82
H 13.36 10.86 12.39
*
```

Calculated values
HOMO energy (spin up / spin down): -3.7 / -2.5 eV
<S²>: 16.78
calculated total energy: -342327.381 eV
frontier orbital gap (spin up / spin down): 0.2095 / 0.1427 Ha


[2]
Molecular formula: C33H55FNO9
Method: DFT, ωB97M-V with the def2-TZVPD basis set

```
! RIJCOSX wB97M-V def2-TZVPD def2/J DEFGRID3
* xyz -1 1
C -4.18 -4.53 -4.33
C -3.52 -3.37 -3.35
C -3.34 -3.72 -1.76
C -2.64 -2.60 -0.73
C -2.11 -1.13 -1.20
C -1.44 0.03 -0.25
C -0.14 -0.46 0.63
C -0.58 -0.45 2.21
C -1.55 -1.69 2.67
O -2.90 -1.54 2.66
N 0.93 0.64 0.48
C 2.27 0.18 1.01
C 3.17 1.50 1.52
C 4.78 1.09 1.39
F 5.05 -0.31 1.81
C 0.57 -1.85 0.11
O 0.77 -2.96 0.82
O 1.09 -1.88 -1.30
C -2.33 -0.76 -2.82
C -3.02 -1.88 -3.85
H -5.34 -4.44 -4.43
H -3.90 -5.57 -3.81
H -3.59 -4.51 -5.34
H -3.70 -4.76 -1.31
H -2.56 -2.94 0.39
H -2.25 0.54 0.44
H -1.04 0.88 -0.99
H -1.21 0.55 2.37
H 0.31 -0.40 2.97
H -1.04 -2.72 2.98
H 1.09 0.86 -0.53
H 2.94 -0.36 0.20
H 2.22 -0.54 1.93
H 3.00 1.69 2.68
H 2.91 2.46 0.90
H 5.18 1.18 0.27
H 5.46 1.78 2.09
H -2.01 0.30 -3.26
H -3.15 -1.55 -4.98
C -3.86 -0.85 5.45
C -3.32 -1.27 6.79
O -2.47 -0.61 7.38
C -3.87 -2.54 7.39
H -3.37 0.08 5.14
H -3.64 -1.62 4.71
H -4.94 -0.68 5.52
H -3.65 -3.39 6.74
H -4.94 -2.44 7.55
H -3.39 -2.72 8.36
C -6.71 2.15 6.80
C -6.66 1.76 5.35
O -6.75 0.58 5.00
C -6.52 2.86 4.33
H -6.82 1.25 7.42
H -5.78 2.66 7.08
H -7.57 2.81 6.98
H -5.58 3.40 4.50
H -7.36 3.55 4.40
H -6.50 2.43 3.33
C 2.99 -1.59 -3.29
C 3.80 -0.43 -3.81
O 4.14 0.50 -3.08
C 4.17 -0.45 -5.27
H 2.80 -1.44 -2.22
H 2.03 -1.64 -3.81
H 3.55 -2.52 -3.41
H 3.26 -0.45 -5.88
H 4.78 -1.33 -5.49
H 4.75 0.45 -5.51
C 2.82 3.14 7.05
C 2.37 2.28 5.90
O 2.86 2.42 4.78
C 1.31 1.25 6.17
H 3.59 3.84 6.71
H 1.97 3.71 7.44
H 3.24 2.51 7.84
H 0.40 1.74 6.51
H 1.67 0.54 6.92
H 1.09 0.70 5.24
C -2.70 2.16 -6.41
C -2.35 0.91 -7.17
O -2.83 -0.18 -6.86
C -1.40 1.05 -8.33
H -3.39 1.91 -5.60
H -1.79 2.59 -5.97
H -3.18 2.88 -7.07
H -0.44 1.43 -7.98
H -1.83 1.72 -9.08
H -1.25 0.07 -8.79
C 8.31 1.49 -6.91
C 8.23 0.25 -6.05
O 8.07 -0.86 -6.56
C 8.34 0.43 -4.56
H 8.21 1.21 -7.96
H 7.50 2.18 -6.65
H 9.28 1.98 -6.76
H 7.53 1.06 -4.20
H 9.31 0.87 -4.31
H 8.27 -0.55 -4.08
*
```

Calculated values
HOMO energy: -4.5 eV
calculated total energy: -57735.323 eV
frontier orbital gap: 0.2446 Ha


[3]
Molecular formula: C33H55N10O9
Method: DFT, ωB97M-V with the def2-TZVPD basis set

```
! RIJCOSX wB97M-V def2-TZVPD def2/J DEFGRID3
* xyz 1 1
C 0.64 0.05 1.76
C 0.19 -0.93 0.64
C 0.15 -2.41 0.96
C -0.87 -2.79 2.01
C -2.08 -1.96 1.94
C -2.47 -1.21 0.57
N -1.17 -0.57 0.12
O -1.25 0.30 -0.87
C -3.51 -0.19 0.75
C -2.84 -2.21 -0.60
C 1.23 -0.92 -0.54
H 1.52 -0.31 2.08
H -0.05 0.17 2.29
H 0.82 1.14 1.35
H 1.19 -2.74 1.31
H -0.10 -2.95 -0.20
H -0.51 -2.64 3.14
H -0.94 -3.86 1.92
H -2.36 -1.31 2.57
H -2.93 -2.64 2.28
H -3.13 0.68 1.30
H -4.37 -0.67 1.00
H -3.47 0.25 -0.32
H -2.82 -1.80 -1.61
H -3.88 -2.44 -0.26
H -2.06 -3.28 -0.44
H 1.03 -1.45 -1.31
H 2.07 -1.16 -0.09
H 1.33 0.08 -0.85
N 5.26 0.99 4.79
C 4.98 1.52 3.49
C 3.35 1.46 3.41
C 2.83 1.12 4.75
C 4.22 0.80 5.56
H 6.32 0.62 4.99
H 5.62 1.86 2.65
H 2.75 1.87 2.64
H 1.75 1.02 5.17
H 4.43 0.26 6.47
N -2.29 5.57 0.72
C -1.27 4.84 0.12
C -1.31 3.48 0.81
C -2.41 3.49 1.89
C -2.85 4.91 1.84
H -2.63 6.45 0.44
H -0.78 5.17 -0.69
H -0.67 2.60 0.57
H -2.71 2.58 2.52
H -3.53 5.60 2.47
N 3.32 -1.98 -4.52
C 3.26 -1.54 -3.26
C 3.35 -0.03 -3.36
C 3.06 0.28 -4.74
C 3.04 -1.01 -5.57
H 3.41 -2.85 -5.02
H 3.26 -2.22 -2.47
H 3.15 0.70 -2.61
H 2.94 1.31 -5.36
H 2.83 -1.20 -6.65
N -6.75 2.00 -3.20
C -5.26 1.95 -3.44
C -4.59 2.54 -2.15
C -5.77 2.99 -1.27
C -7.05 2.73 -2.02
H -7.61 1.85 -3.96
H -4.89 1.53 -4.39
H -3.47 2.50 -2.10
H -5.75 3.49 -0.29
H -7.94 3.07 -1.71
N 4.64 -1.90 3.79
C 5.79 -2.59 3.75
C 5.48 -4.07 3.49
C 3.96 -4.20 3.45
C 3.51 -2.77 3.68
H 4.57 -0.91 3.78
H 6.77 -1.85 3.68
H 6.19 -4.83 3.29
H 3.43 -5.01 3.16
H 2.47 -2.47 3.66
C 0.66 -4.77 -4.01
N 0.08 -4.01 -2.76
O 0.00 -4.57 -1.67
O -0.44 -2.90 -3.05
H 0.55 -5.67 -3.74
H 1.66 -4.51 -4.03
H 0.00 -4.69 -4.68
C -1.99 1.50 6.21
N -1.30 1.20 5.00
O -1.41 0.11 4.59
O -0.55 2.06 4.57
H -1.28 1.63 7.07
H -2.70 0.59 6.40
H -2.66 2.27 6.02
C 1.60 3.72 -3.73
N 0.93 2.79 -2.64
O 1.28 2.66 -1.50
O -0.12 2.07 -3.07
H 2.48 3.83 -3.42
H 1.14 4.60 -3.70
H 1.51 3.25 -4.80
C -0.73 -0.41 -5.24
N -2.00 -1.20 -5.15
O -2.77 -1.02 -4.16
O -2.36 -1.88 -6.06
H -0.03 -0.93 -4.52
H -0.91 0.61 -4.92
H -0.42 -0.31 -6.18
*
```

Calculated values
energy above the lowest of the compared OMol25 structures with the same formula, charge and spin: 116.3 kcal per mole
HOMO energy: -9.3 eV
calculated total energy: -68400.775 eV
frontier orbital gap: 0.1515 Ha